(1)
This record from the Open Molecules 2025 dataset describes an isolated molecule of C4H6N2O. The level of theory is ωB97M-V/def2-TZVPD.

The calculation puts the orbital gap at 8.5 eV. The structure (SMILES) is Nc1c[nH]c(O)c1. For the energy relative to the best compared isomer or geometry (same formula, charge and spin), the calculation gives 96.8 kJ/mol. The molecular weight is 98.10 u.

Cartesian coordinates (Å):
N  -0.036  -2.291  0.253
C  0.091  -0.880  0.076
C  1.232  -0.134  -0.072
N  0.851  1.193  -0.170
C  -0.504  1.276  -0.095
O  -1.059  2.513  -0.180
C  -1.024  0.018  0.059
H  0.240  -2.797  -0.581
H  0.553  -2.613  1.012
H  2.272  -0.423  -0.110
H  1.461  1.987  -0.270
H  -2.015  2.413  -0.095
H  -2.062  -0.263  0.171

Forces on atoms 1 to 3 (eV/Å):
0.1 -0.1 0.0
0.1 0.2 0.0
0.0 -0.1 0.0

natural (NBO) atomic charge list, values in e, 8 entries: N -0.842; C 0.087; C -0.135; N -0.532; C 0.439; O -0.670; C -0.416; H 0.365



(2)
This record from the Open Molecules 2025 dataset describes an isolated molecule of C4H6N2O in a non-equilibrium geometry. The level of theory is ωB97M-V/def2-TZVPD.

The calculation puts the orbital gap at 9.2 eV. The structure (SMILES) is COc1c[nH]cn1. For the energy relative to the best compared isomer or geometry (same formula, charge and spin), the calculation gives 260.0 kJ/mol. The molecular weight is 98.10 u.

Cartesian coordinates (Å):
C  -1.807  1.061  -0.324
O  -1.487  -0.215  -0.851
C  -0.241  -0.486  -0.492
C  0.575  0.436  0.175
N  1.573  -0.372  0.692
C  1.328  -1.632  0.283
N  0.242  -1.746  -0.451
H  -2.914  1.128  -0.430
H  -1.390  1.855  -0.958
H  -0.981  1.048  0.659
H  0.817  1.440  -0.156
H  2.314  -0.067  1.299
H  1.971  -2.451  0.554

Forces on atoms 1 to 3 (eV/Å):
0.7 0.3 0.5
0.3 -0.1 -0.3
0.3 0.0 0.2

natural (NBO) atomic charge list, values in e, 8 entries: C -0.305; O -0.458; C 0.432; C -0.301; N -0.520; C 0.195; N -0.472; H 0.205



(3)
This record from the Open Molecules 2025 dataset describes an isolated molecule of C4H6N2O. The level of theory is ωB97M-V/def2-TZVPD.

The calculation puts the orbital gap at 8.5 eV. The structure (SMILES) is Nc1ccc(O)[nH]1. For the energy relative to the best compared isomer or geometry (same formula, charge and spin), the calculation gives 118.3 kJ/mol. The molecular weight is 98.10 u.

Cartesian coordinates (Å):
N  1.809  0.531  -1.407
C  0.832  0.073  -0.491
C  0.600  -1.166  0.005
C  -0.661  -1.138  0.712
C  -1.100  0.145  0.646
O  -2.211  0.748  1.132
N  -0.218  0.922  -0.079
H  2.085  1.486  -1.213
H  1.412  0.536  -2.345
H  1.247  -2.023  -0.122
H  -1.172  -1.964  1.191
H  -2.719  0.078  1.604
H  0.094  1.771  0.368

Forces on atoms 1 to 3 (eV/Å):
-0.1 0.0 0.0
0.0 -0.2 0.2
0.1 0.0 -0.2

natural (NBO) atomic charge list, values in e, 8 entries: N -0.824; C 0.250; C -0.275; C -0.400; C 0.444; O -0.664; N -0.586; H 0.357



(4)
This record from the Open Molecules 2025 dataset describes an isolated molecule of C4H6N2O in a non-equilibrium geometry. The level of theory is ωB97M-V/def2-TZVPD.

The calculation puts the orbital gap at 8.7 eV. The structure (SMILES) is O=NN1CC12CC2. For the energy relative to the best compared isomer or geometry (same formula, charge and spin), the calculation gives 749.9 kJ/mol. The molecular weight is 98.10 u.

Cartesian coordinates (Å):
C  -0.062  -0.219  1.131
C  -0.891  0.574  0.188
C  0.896  -0.896  -1.345
C  0.041  -0.387  -0.263
N  0.006  -3.142  -0.508
N  0.039  -1.981  -0.944
O  -0.438  -3.582  0.531
H  0.763  0.293  1.579
H  -0.724  -0.905  1.684
H  -1.995  0.563  0.130
H  -0.725  1.617  0.286
H  0.769  -0.450  -2.253
H  1.906  -1.122  -1.054

Forces on atoms 1 to 3 (eV/Å):
-0.6 -0.7 2.4
-2.9 2.0 0.0
1.2 -1.7 3.2

natural (NBO) atomic charge list, values in e, 8 entries: C -0.422; C -0.440; C -0.193; C 0.039; N 0.243; N -0.187; O -0.392; H 0.214



(5)
This record from the Open Molecules 2025 dataset describes an isolated molecule of C4H6N2O. The level of theory is ωB97M-V/def2-TZVPD.

The calculation puts the orbital gap at 9.2 eV. The structure (SMILES) is Cc1cnc(N)o1. For the energy relative to the best compared isomer or geometry (same formula, charge and spin), the calculation gives 58.7 kJ/mol. The molecular weight is 98.10 u.

Cartesian coordinates (Å):
C  1.102  -0.800  -1.672
C  0.636  -0.063  -0.468
C  1.247  0.349  0.659
N  0.332  0.943  1.522
C  -0.785  0.851  0.884
N  -2.045  1.266  1.279
O  -0.698  0.264  -0.340
H  1.111  -0.189  -2.581
H  2.121  -1.146  -1.474
H  0.480  -1.680  -1.865
H  2.299  0.274  0.902
H  -2.716  1.152  0.533
H  -2.373  0.841  2.137

Forces on atoms 1 to 3 (eV/Å):
0.0 0.0 0.0
0.3 0.0 0.1
0.2 -0.1 -0.1

natural (NBO) atomic charge list, values in e, 8 entries: C -0.650; C 0.223; C -0.114; N -0.497; C 0.628; N -0.821; O -0.440; H 0.223



(6)
This record from the Open Molecules 2025 dataset describes an isolated molecule of C4H6N2O in a non-equilibrium geometry. The level of theory is ωB97M-V/def2-TZVPD.

The calculation puts the orbital gap at 8.2 eV. The structure (SMILES) is Nc1cccn1O. For the energy relative to the best compared isomer or geometry (same formula, charge and spin), the calculation gives 376.4 kJ/mol. The molecular weight is 98.11 u.

Cartesian coordinates (Å):
C  0.343  -0.697  0.017
C  -0.868  -1.282  0.002
C  -1.856  -0.244  -0.035
C  -1.202  0.990  -0.094
H  2.224  -0.459  -0.598
H  1.607  -2.120  -0.275
H  -0.788  -2.363  0.063
H  -2.920  -0.286  -0.063
H  -1.544  2.082  0.039
H  1.941  1.490  0.590
N  1.637  -1.134  0.047
N  0.110  0.634  0.249
O  1.095  1.570  -0.145

Forces on atoms 1 to 3 (eV/Å):
-0.5 1.9 1.3
0.1 -1.2 -0.2
0.4 1.5 -0.7

natural (NBO) atomic charge list, values in e, 8 entries: C 0.287; C -0.370; C -0.254; C -0.124; H 0.388; H 0.389; H 0.217; H 0.222



(7)
This record from the Open Molecules 2025 dataset describes an isolated molecule of C4H6N2O in a non-equilibrium geometry. The level of theory is ωB97M-V/def2-TZVPD.

The calculation puts the orbital gap at 9.3 eV. The structure (SMILES) is C1=NN=CCOC1. For the energy relative to the best compared isomer or geometry (same formula, charge and spin), the calculation gives 618.7 kJ/mol. The molecular weight is 98.11 u.

Cartesian coordinates (Å):
C  0.692  0.740  0.567
C  0.391  -1.128  -0.656
C  -0.862  -1.194  0.118
C  -0.112  1.423  -0.426
H  0.189  0.288  1.541
H  1.330  1.644  1.120
H  0.321  -0.381  -1.569
H  0.643  -2.123  -0.618
H  -1.065  -2.136  0.890
H  -0.009  2.554  -0.715
N  -1.700  -0.187  0.307
N  -1.314  0.803  -0.490
O  1.495  -0.302  -0.067

Forces on atoms 1 to 3 (eV/Å):
4.5 2.3 4.5
0.4 3.8 -1.3
-2.5 -0.9 4.3

natural (NBO) atomic charge list, values in e, 8 entries: C -0.187; C -0.219; C 0.013; C -0.030; H 0.217; H 0.197; H 0.239; H 0.218



(8)
This record from the Open Molecules 2025 dataset describes an isolated molecule of C4H6N2O. The level of theory is ωB97M-V/def2-TZVPD.

The calculation puts the orbital gap at 8.7 eV. For the energy relative to the best compared isomer or geometry (same formula, charge and spin), the calculation gives 325.9 kJ/mol. The molecular weight is 98.10 u.

Cartesian coordinates (Å):
O  1.548  2.044  -0.233
C  0.811  1.082  -0.139
N  1.192  -0.159  0.336
C  0.451  -1.333  -0.105
C  -0.995  -1.195  -0.337
C  -1.405  0.144  0.202
N  -0.525  1.083  -0.482
H  2.187  -0.243  0.491
H  0.373  -2.079  0.714
H  0.948  -1.865  -0.927
H  -0.890  1.955  -0.826
H  -2.449  0.406  0.008
H  -1.246  0.160  1.298

Forces on atoms 1 to 3 (eV/Å):
-0.1 -0.3 0.0
0.0 0.0 0.0
0.0 0.2 0.0

natural (NBO) atomic charge list, values in e, 8 entries: O -0.633; C 0.775; N -0.658; C -0.422; C 0.194; C -0.383; N -0.644; H 0.409



(9)
This record from the Open Molecules 2025 dataset describes an isolated molecule of C4H6N2O in a non-equilibrium geometry. The level of theory is ωB97M-V/def2-TZVPD.

The calculation puts the orbital gap (spin up / spin down) at 7.4 / 8.3 eV. For the energy relative to the best compared isomer or geometry (same formula, charge and spin), the calculation gives 451.5 kJ/mol. The molecular weight is 98.10 u.

Cartesian coordinates (Å):
C  -0.800  -0.217  -1.663
C  -0.355  -0.648  1.781
O  0.248  -0.985  0.696
C  0.960  -0.171  -0.087
N  0.633  -0.420  -1.419
C  1.376  1.076  0.447
N  1.840  2.052  0.889
H  -1.003  -0.124  -2.730
H  -1.348  -1.087  -1.285
H  -1.186  0.675  -1.144
H  -0.856  -1.455  2.292
H  -0.396  0.399  2.056
H  1.247  0.032  -2.081

Forces on atoms 1 to 3 (eV/Å):
-0.3 -0.1 -0.1
-0.7 0.6 1.7
0.6 -1.0 -1.2

natural (NBO) atomic charge list, values in e, 8 entries: C -0.421; C -0.069; O -0.381; C 0.306; N -0.607; C 0.139; N -0.302; H 0.212



(10)
This record from the Open Molecules 2025 dataset describes a cluster of 2 separate species, C4H6N2O in total in a non-equilibrium geometry. The level of theory is ωB97M-V/def2-TZVPD.

The calculation puts the orbital gap at 11.3 eV. The structure (SMILES) is N#CCCOC#N.[H][H]. For the energy relative to the best compared isomer or geometry (same formula, charge and spin), the calculation gives 314.4 kJ/mol. The molecular weight is 98.10 u.

Cartesian coordinates (Å):
N  0.426  2.682  -0.075
C  0.194  1.742  0.564
O  0.021  0.754  1.381
C  -0.914  -0.299  1.073
C  -0.253  -1.425  0.282
C  -0.184  -1.190  -1.163
N  -0.155  -1.032  -2.308
H  1.714  1.608  -1.582
H  1.786  0.895  -1.783
H  -1.798  0.100  0.568
H  -1.197  -0.674  2.057
H  0.756  -1.593  0.672
H  -0.821  -2.347  0.446

Forces on atoms 1 to 3 (eV/Å):
-0.5 -0.8 0.7
0.1 0.8 -0.3
0.2 0.2 0.0

natural (NBO) atomic charge list, values in e, 8 entries: N -0.397; C 0.543; O -0.484; C -0.042; C -0.542; C 0.264; N -0.285; H 0.020



(11)
This record from the Open Molecules 2025 dataset describes an isolated molecule of C4H6N2O. The level of theory is ωB97M-V/def2-TZVPD.

The calculation puts the orbital gap at 9.4 eV. The structure (SMILES) is N[C@@H]1NC=CC1=O. For the energy relative to the best compared isomer or geometry (same formula, charge and spin), the calculation gives 91.1 kJ/mol. The molecular weight is 98.10 u.

Cartesian coordinates (Å):
N  -1.404  1.387  0.419
C  -0.285  0.687  -0.152
C  0.858  0.187  0.767
O  1.260  0.809  1.732
C  1.286  -1.086  0.194
C  0.358  -1.426  -0.735
N  -0.669  -0.526  -0.852
H  -1.058  2.234  0.863
H  -1.825  0.825  1.154
H  0.220  1.372  -0.854
H  2.132  -1.679  0.511
H  0.342  -2.321  -1.350
H  -1.215  -0.463  -1.698

Forces on atoms 1 to 3 (eV/Å):
0.1 0.0 0.2
0.0 0.1 -0.1
0.1 0.2 0.1

natural (NBO) atomic charge list, values in e, 8 entries: N -0.815; C 0.011; C 0.514; O -0.565; C -0.445; C 0.097; N -0.582; H 0.375



(12)
This record from the Open Molecules 2025 dataset describes an isolated molecule of C4H6N2O. The level of theory is ωB97M-V/def2-TZVPD.

The calculation puts the orbital gap at 9.1 eV. For the energy relative to the best compared isomer or geometry (same formula, charge and spin), the calculation gives 278.0 kJ/mol. The molecular weight is 98.10 u.

Cartesian coordinates (Å):
N  -1.892  1.131  0.581
C  -0.671  0.548  0.392
C  -0.303  -0.569  1.358
O  1.023  -1.328  -1.392
N  0.882  -0.918  0.906
C  1.272  -0.354  -0.401
C  0.316  0.799  -0.492
H  -2.271  1.735  -0.132
H  -2.556  0.558  1.082
H  0.055  -1.343  -1.480
H  1.408  -1.693  1.288
H  2.340  -0.137  -0.461
H  0.397  1.570  -1.249

Forces on atoms 1 to 3 (eV/Å):
-0.1 0.1 0.0
0.0 0.1 0.0
0.5 0.2 -0.2

natural (NBO) atomic charge list, values in e, 8 entries: N -0.788; C 0.087; C 0.058; O -0.696; N -0.559; C 0.199; C -0.371; H 0.385



Please write out number 11 again, unchanged.
This record from the Open Molecules 2025 dataset describes an isolated molecule of C4H6N2O. The level of theory is ωB97M-V/def2-TZVPD.

The calculation puts the orbital gap at 9.4 eV. The structure (SMILES) is N[C@@H]1NC=CC1=O. For the energy relative to the best compared isomer or geometry (same formula, charge and spin), the calculation gives 91.1 kJ/mol. The molecular weight is 98.10 u.

Cartesian coordinates (Å):
N  -1.404  1.387  0.419
C  -0.285  0.687  -0.152
C  0.858  0.187  0.767
O  1.260  0.809  1.732
C  1.286  -1.086  0.194
C  0.358  -1.426  -0.735
N  -0.669  -0.526  -0.852
H  -1.058  2.234  0.863
H  -1.825  0.825  1.154
H  0.220  1.372  -0.854
H  2.132  -1.679  0.511
H  0.342  -2.321  -1.350
H  -1.215  -0.463  -1.698

Forces on atoms 1 to 3 (eV/Å):
0.1 0.0 0.2
0.0 0.1 -0.1
0.1 0.2 0.1

natural (NBO) atomic charge list, values in e, 8 entries: N -0.815; C 0.011; C 0.514; O -0.565; C -0.445; C 0.097; N -0.582; H 0.375